# 1
DFT (wB97M-V/def2-TZVPD) results for 2 unconnected molecules or ions with the total composition C3H11NS.

Last column: natural (NBO) charge in e.
CARTESIAN COORDINATES (ANGSTROEM)
1 C -2.4954 -0.2771 -0.0346  -0.728
2 S -1.5648 0.3971 -1.4693  -0.621
3 H -3.5261 -0.3356 -0.3726  0.213
4 H -2.3733 0.3718 0.8267  0.184
5 H -2.1763 -1.2890 0.2276  0.175
6 C 1.0077 0.8955 1.0371  -0.423
7 N 1.2363 0.5012 -0.3653  -0.582
8 C 1.1864 -0.9695 -0.5497  -0.422
9 H 0.7847 1.9591 1.0816  0.230
10 H 1.8428 0.5961 1.6621  0.209
11 H 0.1155 0.3760 1.3838  0.236
12 H 0.3731 0.8663 -0.9110  0.442
13 H 2.1029 0.8813 -0.7408  0.405
14 H 1.2410 -1.2285 -1.5983  0.238
15 H 2.0139 -1.4458 -0.0209  0.195
16 H 0.2314 -1.2988 -0.1563  0.248

The value obtained for the calculated total energy is -573.77446 a.u. The value obtained for the HOMO-LUMO gap is 0.250 Ha. The calculation puts the energy above the lowest of the compared OMol25 structures with the same formula, charge and spin at 35.8 kcal/mol. Its LUMO energy is 0.010 Eh.



# 2
DFT (wB97M-V/def2-TZVPD) results for a molecular structure, C53H61AsN5O2SSeTi.

Last column: Löwdin charge in e.
CARTESIAN COORDINATES (ANGSTROEM)
1 Ti 0.3268 0.2178 -0.1688  0.665
2 C 1.0680 4.4138 -6.4934  -0.037
3 C 1.9688 4.7337 -5.2925  -0.556
4 C 3.3936 4.9682 -5.7941  -0.060
5 C 1.4792 6.0202 -4.6124  -0.044
6 C 1.8929 3.5803 -4.2943  -0.147
7 C 0.6868 3.2944 -3.6480  -0.039
8 C 0.6537 2.2986 -2.7032  -0.367
9 Se -0.9629 1.8240 -1.8033  1.240
10 C -1.0392 3.1984 -0.4745  -0.366
11 C -1.4902 4.4791 -0.7485  -0.030
12 C -1.5903 5.3989 0.2843  -0.150
13 C -1.3025 4.9487 1.5761  0.046
14 C -0.8758 3.6613 1.8873  -0.071
15 C -0.6974 2.7952 0.8021  -0.304
16 O -0.1755 1.5256 0.9335  -0.323
17 C -0.6712 3.2114 3.3346  -0.521
18 C -1.5636 1.9895 3.6100  -0.023
19 C -1.0430 4.3063 4.3355  -0.057
20 C 0.7917 2.8435 3.5634  -0.038
21 C -1.9809 6.8593 0.0574  -0.556
22 C -0.7681 7.7407 0.3922  -0.038
23 C -3.1552 7.2430 0.9672  -0.042
24 C -2.3874 7.1196 -1.3928  -0.062
25 C 1.7745 1.5325 -2.3793  -0.270
26 O 1.6061 0.6524 -1.3224  -0.363
27 C 2.9493 1.6895 -3.0919  -0.069
28 C 2.9653 2.7530 -4.0109  0.045
29 C 4.2051 0.8127 -3.0204  -0.511
30 C 5.4106 1.6727 -2.6102  -0.021
31 C 4.0730 -0.3370 -2.0310  -0.061
32 C 4.4458 0.2050 -4.4155  -0.030
33 H 1.0921 5.2345 -7.2139  0.090
34 H 0.0298 4.2675 -6.1876  0.081
35 H 1.4013 3.5056 -6.9997  0.093
36 H 3.4041 5.8326 -6.4596  0.090
37 H 3.7732 4.1161 -6.3624  0.088
38 H 4.0859 5.1708 -4.9732  0.092
39 H 1.5554 6.8606 -5.3055  0.089
40 H 2.0809 6.2505 -3.7298  0.092
41 H 0.4353 5.9435 -4.3004  0.071
42 H -0.2170 3.8442 -3.8817  0.111
43 H -1.7514 4.7458 -1.7633  0.102
44 H -1.4165 5.6500 2.3909  0.099
45 H -2.6167 2.2380 3.4572  0.096
46 H -1.4354 1.6662 4.6463  0.091
47 H -1.3088 1.1530 2.9581  0.064
48 H -2.0829 4.6239 4.2318  0.092
49 H -0.4007 5.1852 4.2389  0.091
50 H -0.9162 3.9169 5.3472  0.091
51 H 1.0719 1.9872 2.9615  0.035
52 H 0.9556 2.5785 4.6108  0.095
53 H 1.4556 3.6756 3.3120  0.103
54 H -0.4793 7.6391 1.4406  0.083
55 H -1.0005 8.7921 0.2079  0.090
56 H 0.0926 7.4685 -0.2237  0.089
57 H -2.8933 7.1804 2.0248  0.078
58 H -4.0161 6.5940 0.7917  0.094
59 H -3.4595 8.2723 0.7665  0.089
60 H -1.5589 6.9458 -2.0847  0.080
61 H -2.6907 8.1618 -1.5032  0.090
62 H -3.2310 6.4951 -1.6971  0.091
63 H 3.8948 2.9238 -4.5343  0.101
64 H 5.1665 2.3153 -1.7610  0.070
65 H 5.7572 2.3062 -3.4295  0.085
66 H 6.2428 1.0284 -2.3175  0.094
67 H 3.9936 0.0182 -1.0028  0.052
68 H 4.9631 -0.9659 -2.0988  0.103
69 H 3.2053 -0.9625 -2.2503  0.082
70 H 4.6015 0.9651 -5.1817  0.079
71 H 3.6001 -0.4151 -4.7212  0.096
72 H 5.3378 -0.4256 -4.3866  0.092
73 N -2.0969 -2.5262 2.1722  0.145
74 C -0.8870 -3.1253 2.4621  -0.031
75 C 0.0466 -2.3682 1.8420  -0.117
76 N -0.5729 -1.3178 1.1852  0.005
77 C -1.8649 -1.4703 1.3794  -0.308
78 C -2.8762 -0.6330 0.7563  -0.305
79 N -2.5719 0.4521 0.0968  0.067
80 C -3.7651 0.9388 -0.3865  -0.114
81 C -4.7867 0.1201 -0.0104  -0.045
82 N -4.2085 -0.8833 0.7305  0.136
83 H -2.9990 -2.8882 2.4307  0.167
84 H -0.8066 -4.0169 3.0572  0.127
85 H 1.1080 -2.5385 1.7809  0.088
86 H -3.8154 1.8410 -0.9729  0.099
87 H -5.8448 0.1537 -0.2007  0.122
88 H -4.6819 -1.7186 1.0307  0.161
89 S -0.3148 -1.4398 -1.9691  0.631
90 C -1.5606 -2.4079 -1.3408  -0.767
91 N -2.3958 -3.0525 -0.8694  0.094
92 C 3.1490 -0.0225 6.2336  -0.070
93 C 2.4990 -1.0702 5.5919  -0.067
94 C 2.3109 -1.0348 4.2181  -0.100
95 C 2.7731 0.0492 3.4764  -0.379
96 C 3.4110 1.1006 4.1186  -0.117
97 C 3.6012 1.0600 5.4953  -0.066
98 As 2.5592 0.0640 1.5505  1.382
99 C 3.6882 -1.4589 1.1100  -0.372
100 C 3.3663 -2.2672 0.0232  -0.154
101 C 4.1171 -3.3994 -0.2629  -0.063
102 C 5.1962 -3.7348 0.5439  -0.065
103 C 5.5187 -2.9394 1.6364  -0.065
104 C 4.7624 -1.8134 1.9258  -0.103
105 C 3.6267 1.6028 1.0491  -0.378
106 C 5.0120 1.5923 1.1855  -0.101
107 C 5.7436 2.7416 0.9264  -0.073
108 C 5.0980 3.9072 0.5278  -0.077
109 C 3.7198 3.9173 0.3748  -0.058
110 C 2.9844 2.7663 0.6373  -0.099
111 H 3.3048 -0.0530 7.3043  0.109
112 H 2.1417 -1.9192 6.1602  0.108
113 H 1.8089 -1.8624 3.7400  0.079
114 H 3.7612 1.9603 3.5617  0.102
115 H 4.1031 1.8839 5.9865  0.111
116 H 2.5328 -2.0286 -0.6355  0.072
117 H 3.8558 -4.0130 -1.1150  0.115
118 H 5.7810 -4.6196 0.3281  0.109
119 H 6.3554 -3.1996 2.2718  0.110
120 H 5.0128 -1.2186 2.7962  0.104
121 H 5.5247 0.6910 1.4937  0.100
122 H 6.8206 2.7269 1.0334  0.112
123 H 5.6726 4.8033 0.3305  0.110
124 H 3.2104 4.8183 0.0559  0.111
125 H 1.9087 2.7953 0.5265  0.085

The value obtained for the calculated total energy is -8365.31957 a.u. The value obtained for the HOMO-LUMO gap is 0.287 Ha. The calculation puts the energy above the lowest of the compared OMol25 structures with the same formula, charge and spin at 3.6 kcal/mol. As for the charge: +1. Its LUMO energy is -0.108 Eh.



# 3
DFT (wB97M-V/def2-TZVPD) results for a molecular structure, C4H26FeO14.

Last column: natural (NBO) charge in e.
CARTESIAN COORDINATES (ANGSTROEM)
1 Fe 0.1417 -2.0285 -0.8702  1.575
2 C -0.7199 1.7168 0.4891  -0.743
3 C -0.5090 0.3321 -0.0655  0.783
4 O 0.6512 -0.0248 -0.4048  -0.794
5 O -1.3746 -0.5884 0.1275  -0.814
6 H -1.6078 2.1981 0.0751  0.252
7 H 0.0736 2.4222 0.2537  0.247
8 H -0.8530 1.6382 1.5672  0.225
9 C 3.1944 -4.0833 -2.6597  -0.723
10 C 1.9704 -3.3700 -2.1127  0.780
11 O 0.9351 -4.0132 -1.7921  -0.789
12 O 2.0731 -2.1468 -1.7869  -0.790
13 H 3.4259 -4.9277 -2.0072  0.229
14 H 4.0702 -3.4458 -2.5655  0.228
15 H 2.9915 -4.4665 -3.6566  0.235
16 O 1.1095 -2.4284 0.9123  -0.955
17 H 1.1309 -1.6547 1.4960  0.505
18 H 0.9070 -3.1747 1.4911  0.503
19 O -3.5683 2.9910 2.7135  -0.939
20 H -3.2244 2.6414 3.5428  0.459
21 H -3.4006 2.3011 2.0546  0.476
22 O -1.2007 -3.5579 -0.4108  -1.000
23 H -2.0965 -3.4251 -0.0289  0.522
24 H -1.0985 -4.5091 -0.5398  0.520
25 O -3.7891 0.9956 0.2385  -0.962
26 H -2.9003 0.6584 0.4820  0.490
27 H -4.4107 0.4189 0.6956  0.463
28 O -3.8081 -2.9858 0.2829  -0.957
29 H -3.7201 -2.1765 -0.2448  0.494
30 H -4.3830 -2.7393 1.0157  0.489
31 O 2.1130 2.2075 -3.0632  -0.973
32 H 2.2087 1.7884 -2.1944  0.491
33 H 2.9127 1.9618 -3.5372  0.476
34 O -0.5120 -0.1438 4.5148  -0.934
35 H -1.3816 -0.5265 4.6770  0.469
36 H -0.6696 0.5598 3.8755  0.466
37 O 1.1966 5.5914 1.4480  -0.957
38 H 2.0318 5.1549 1.6431  0.460
39 H 0.8372 5.1109 0.6825  0.489
40 O 0.6725 4.8495 -1.2883  -0.964
41 H -0.0216 4.9919 -1.9408  0.481
42 H 1.1740 4.0958 -1.6287  0.491
43 O 3.3100 0.9320 -0.6194  -0.979
44 H 3.7258 0.0669 -0.5353  0.481
45 H 2.3926 0.7918 -0.3257  0.493

The value obtained for the calculated total energy is -2485.17298 a.u. The spin multiplicity is 5. The value obtained for the HOMO-LUMO gap (spin up / spin down) is 0.335 / 0.318 Ha. The calculation puts the energy above the lowest of the compared OMol25 structures with the same formula, charge and spin at 7.0 kcal/mol. Its LUMO energy (spin up / spin down) is -0.019 / -0.019 Eh.